# 1
Here is 6 unconnected molecules or ions with the total composition C24H45NO14PS3 at a distorted geometry from OMol25. Energies are from the ωB97M-V functional and the def2-TZVPD basis.

Its multiplicity is 1. As for the gap between HOMO and LUMO: 5.32 eV. Its highest occupied orbital energy is -3.58 eV. As for the LUMO energy: 0.0642 Eh. As for the total charge: -1.

XYZ file:
```
88
Properties=species:S:1:pos:R:3:forces:R:3:lowdin_charge:R:1
N -0.13098 0.30337 -1.32255 -0.61 -0.15 -0.68 0.235
H 0.66842 -0.35931 -1.10904 -0.05 0.02 -0.35 0.070
H 0.16140 0.68225 -2.25196 0.25 -0.17 0.57 0.105
H -0.27985 1.02405 -0.59415 0.04 -0.43 -0.31 0.047
H -1.01672 -0.24341 -1.46861 1.08 0.49 0.38 0.068
C 2.29562 -1.17453 -5.07445 -0.36 -0.24 -0.12 -0.024
C 2.03890 -0.76611 -3.77656 0.59 -0.09 0.77 -0.397
C 2.24151 -1.81325 -2.62873 0.17 0.17 -0.55 -0.370
O 1.91463 -1.49280 -1.44081 -0.36 0.32 0.45 -0.127
C 2.80436 -3.03004 -2.95549 -0.76 0.61 0.56 -0.021
C 3.07495 -3.44124 -4.29223 -0.46 0.68 0.96 -0.425
C 2.65621 -2.51574 -5.43065 -0.78 0.74 -1.27 -0.385
O 2.56930 -2.95525 -6.59302 0.36 0.12 0.92 -0.017
O 3.55624 -4.52234 -4.51446 0.88 -1.85 -0.91 0.032
O 1.70298 0.40441 -3.44031 -0.47 0.03 0.13 -0.099
H 1.99570 -0.46823 -5.84203 0.22 -0.14 -0.20 0.096
H 2.89755 -3.73736 -2.13592 0.30 -0.15 -0.19 0.096
C -1.38253 -3.54377 -4.31710 -0.22 -0.69 -0.56 -0.205
C -1.48683 -4.66972 -3.28064 0.65 -0.71 0.41 -0.217
C -1.69244 -3.98148 -1.94499 0.48 1.33 -0.12 -0.200
S -2.83369 -2.61635 -2.33273 0.63 -0.12 -0.53 0.696
O -2.27906 -1.38080 -1.82078 -0.42 0.00 0.18 -0.351
O -4.19679 -2.93875 -2.01138 -0.38 -0.12 0.20 -0.329
C -2.57153 -2.64274 -4.12267 -1.27 -0.55 0.31 -0.211
H -1.41146 -4.02077 -5.29677 0.16 0.36 -0.16 0.125
H -0.43089 -3.04496 -4.19348 0.29 0.21 0.00 0.116
H -0.53301 -5.20034 -3.36292 0.00 0.07 0.54 0.124
H -2.23057 -5.46373 -3.39998 -0.35 0.48 -0.59 0.117
H -0.78034 -3.41834 -1.70908 -0.02 -0.21 0.23 0.105
H -2.04883 -4.49949 -1.06243 -0.13 -0.30 -0.15 0.105
H -2.63712 -1.62535 -4.49265 0.62 0.11 0.00 0.109
H -3.43893 -3.17583 -4.52718 -0.09 0.13 0.18 0.105
C 1.29467 -3.05179 3.78481 0.03 0.32 -0.86 -0.218
C 2.37939 -3.00255 2.68781 0.24 -0.41 0.22 -0.227
C 1.69475 -2.57657 1.41042 -0.57 0.32 0.09 -0.214
S 0.63718 -1.19708 1.93605 -0.45 -1.81 0.88 0.664
O -0.66622 -1.30817 1.33809 -0.28 0.20 -0.42 -0.326
O 1.35472 0.03587 1.91733 0.51 0.71 -0.16 -0.301
C 0.49597 -1.75982 3.66895 0.22 0.40 0.72 -0.226
H 1.75136 -3.17955 4.76178 -0.19 -0.11 0.14 0.109
H 0.64720 -3.89486 3.52979 0.04 -0.08 0.32 0.114
H 2.74880 -4.02779 2.61137 0.40 0.24 -0.27 0.115
H 3.20111 -2.32218 2.92471 -0.04 -0.10 0.17 0.119
H 1.04757 -3.39025 1.07629 -0.20 0.27 -0.14 0.112
H 2.25767 -2.20761 0.55626 0.30 -0.08 -0.08 0.079
H -0.54318 -1.83936 3.97463 -0.16 -0.13 -0.40 0.082
H 0.92558 -1.00553 4.33217 0.14 0.20 -0.35 0.098
C 3.24243 2.50937 0.78709 0.16 0.39 0.69 -0.201
C 2.49889 2.30837 -0.51638 -0.78 0.49 -0.84 -0.211
C 2.80375 3.51436 -1.40059 1.66 -0.03 -0.43 -0.217
S 2.72964 4.91504 -0.28537 0.22 -0.23 -0.14 0.665
O 1.36073 5.35981 -0.19018 -0.37 0.02 0.13 -0.329
O 3.74036 5.90154 -0.56568 0.18 0.09 -0.12 -0.334
C 3.17378 3.99530 1.18868 0.24 -0.32 0.36 -0.216
H 4.30168 2.25841 0.69491 -0.07 -0.12 -0.38 0.118
H 2.87022 1.88757 1.59758 -0.23 -0.09 -0.14 0.089
H 1.41149 2.39950 -0.45118 0.01 -0.70 0.81 0.095
H 2.77755 1.36498 -0.97819 -0.24 -0.02 -0.26 0.118
H 2.21777 3.71147 -2.29374 -0.55 -0.18 0.27 0.113
H 3.83088 3.44139 -1.78156 0.04 0.27 0.27 0.113
H 2.45988 4.18149 1.98889 -0.23 0.14 -0.21 0.095
H 4.14892 4.34007 1.52402 -0.03 0.25 -0.08 0.096
C -0.90091 5.88085 2.42236 0.40 0.24 0.68 -0.072
C -0.97619 4.57432 1.70208 -0.48 0.05 -0.65 -0.256
O -1.71746 3.58556 2.47591 0.28 0.29 0.34 -0.163
P -1.79625 2.13697 1.87920 -0.86 0.18 -0.06 0.375
O -0.89213 1.91416 0.76678 0.78 -0.28 -0.19 -0.203
O -1.66706 1.16340 3.11739 0.00 0.15 0.36 -0.168
C -2.42301 1.47404 4.31448 0.00 0.23 0.10 -0.254
C -2.03164 0.49983 5.37260 0.70 -0.88 0.49 -0.079
O -3.31544 2.02410 1.44905 -0.66 0.06 0.44 -0.156
C -3.86733 0.71846 1.25780 0.41 -1.92 -0.31 -0.277
C -4.72770 0.64568 0.01475 0.23 0.38 -0.08 -0.060
H -1.86880 6.36810 2.52715 -0.04 0.00 -0.14 0.077
H -0.47599 5.79264 3.42768 -0.05 -0.22 -0.05 0.079
H -0.20673 6.51783 1.87245 -0.20 0.09 -0.15 0.077
H -1.53796 4.71568 0.77644 0.16 -0.01 -0.09 0.129
H 0.00098 4.19420 1.42000 -0.02 -0.11 0.22 0.081
H -2.16956 2.47971 4.65577 -0.05 0.05 -0.24 0.118
H -3.49946 1.43239 4.12887 0.09 0.02 -0.29 0.119
H -2.20548 -0.54011 5.08916 -0.24 0.09 -0.16 0.074
H -0.95731 0.56126 5.56649 -0.04 0.15 0.00 0.081
H -2.53898 0.66582 6.32357 -0.14 0.20 -0.12 0.081
H -3.07733 -0.04321 1.15993 0.24 0.47 -0.19 0.106
H -4.39882 0.33550 2.13958 -0.18 0.75 0.10 0.116
H -5.70374 1.08919 0.20932 -0.01 0.11 -0.32 0.073
H -4.19474 1.15168 -0.79363 -0.24 0.25 0.06 0.086
H -4.84172 -0.37156 -0.35813 -0.10 -0.16 0.39 0.069
```
Positions in Å, forces in eV/Å.

# 2
Here is a molecular structure, C24H45NO2P2Sm at a distorted geometry from OMol25. Energies are from the ωB97M-V functional and the def2-TZVPD basis.

Its multiplicity is 6. As for the gap between HOMO and LUMO (spin up / spin down): 5.35 / 5.62 eV. Its highest occupied orbital energy (spin up / spin down) is -10.35 / -10.35 eV. As for the LUMO energy (spin up / spin down): -0.1837 / -0.1740 Eh. The expectation value of S² is 8.789. As for the total charge: +1.

XYZ file:
```
75
Properties=species:S:1:pos:R:3:forces:R:3:mulliken_spin:R:1
Sm -0.37710 -0.97025 0.27063 10.29 -0.25 4.66 5.125
C 0.72404 -1.53764 2.78032 0.41 0.13 -1.09 -0.010
C 0.56995 -2.71719 1.97911 0.29 1.02 -1.07 -0.029
C 2.42904 -1.55182 1.21588 -1.30 -0.50 0.10 -0.013
C 1.90049 -0.85579 2.33766 -0.88 -0.70 -0.53 -0.036
C 1.60477 -2.70043 0.97061 -0.51 1.12 0.79 -0.017
C -0.20515 -1.03300 3.82946 -0.15 0.20 0.60 0.003
H -1.18954 -1.52148 3.80985 0.23 0.00 0.00 0.000
H -0.37528 0.04887 3.69945 0.04 -0.25 0.18 -0.001
H 0.20964 -1.18380 4.83873 -0.21 0.09 -0.20 -0.001
C 2.49715 0.36933 2.91777 0.28 0.62 0.23 0.001
H 1.91249 0.76823 3.75621 0.11 -0.15 -0.15 0.000
H 2.57101 1.16574 2.16078 0.09 -0.25 0.28 -0.001
H 3.51471 0.16819 3.29024 -0.28 0.07 -0.09 -0.002
C 3.59462 -1.08855 0.42950 0.54 0.30 -0.29 0.001
H 4.51315 -1.10536 1.03491 -0.20 0.03 -0.15 -0.001
H 3.43631 -0.05023 0.09644 0.19 -0.30 0.15 0.000
H 3.78321 -1.68517 -0.46981 -0.06 0.05 0.23 0.000
C 1.68019 -3.55513 -0.24146 0.32 -0.66 -0.31 -0.007
H 1.74429 -4.62612 0.00815 0.05 0.27 -0.19 -0.001
H 2.55891 -3.27072 -0.83266 -0.23 -0.28 0.09 -0.001
H 0.80824 -3.44594 -0.91169 0.43 -0.09 0.06 0.000
C -0.59460 -3.63988 2.05375 -0.29 -0.55 0.19 0.002
H -0.50790 -4.32728 2.91005 -0.15 0.13 -0.23 -0.002
H -0.70488 -4.25539 1.14708 0.11 0.09 0.41 0.001
H -1.53972 -3.08095 2.20405 0.18 -0.26 0.00 -0.003
C -2.08149 0.50989 -0.30047 -4.05 1.13 1.46 -0.001
C -2.51080 -0.26996 0.77589 -2.60 2.46 -1.69 0.009
C -3.36794 -1.53145 0.69234 -0.63 -0.29 0.65 -0.005
C -2.99224 -2.70775 -0.26923 -0.29 -0.52 -0.09 -0.003
C -1.59619 -2.65575 -0.87447 -1.91 -0.90 -3.40 -0.003
C -1.24958 -1.71368 -1.81517 -2.80 -2.90 -2.16 0.012
C -2.35009 -0.89506 -2.49324 0.21 0.49 -0.01 0.000
C -2.63605 0.41087 -1.70763 0.38 0.32 -0.73 0.000
H -4.41537 -1.26730 0.45369 0.46 0.29 -0.01 0.001
H -3.79925 -2.75034 -1.02724 0.76 0.11 -0.09 0.000
H -3.45734 -1.95616 1.70550 0.24 0.30 -0.26 0.000
H -3.72474 0.55859 -1.65274 0.28 0.09 0.12 0.001
H -1.51584 1.44072 -0.09821 -0.27 -0.56 0.19 -0.001
H -2.42031 0.19148 1.77331 0.65 -0.36 -0.21 0.000
H -2.21286 1.24105 -2.29512 -0.20 -0.19 0.39 -0.001
H -2.01881 -0.64726 -3.51732 0.11 0.00 0.56 0.000
H -0.28851 -1.71956 -2.34742 0.17 0.03 0.42 -0.008
H -3.30298 -1.43933 -2.65423 0.75 -0.16 0.49 0.000
H -3.10561 -3.67668 0.25827 0.20 0.69 -0.04 0.000
H -1.00464 -3.57528 -0.81084 0.30 0.72 0.67 -0.001
P -1.29843 3.39580 2.62409 0.37 0.65 -0.08 0.000
C 0.33767 3.80469 3.36425 0.09 -0.60 0.15 0.000
H 0.38613 4.81981 3.77070 0.00 -0.13 -0.19 0.000
H 1.10543 3.65666 2.59389 -0.07 0.08 0.23 0.000
H 0.52489 3.08632 4.17089 0.15 0.25 -0.03 0.000
C -1.10116 4.30306 1.03953 -0.28 -0.26 -0.23 0.000
H -0.91199 5.37304 1.19486 0.04 -0.26 -0.09 0.000
H -2.04533 4.17564 0.49261 0.22 0.21 -0.09 0.000
H -0.29034 3.84445 0.45720 -0.17 0.24 0.07 0.000
C -2.33593 4.63690 3.50293 -0.24 -0.43 0.12 0.000
H -3.29127 4.71692 2.98221 -0.03 0.10 0.05 0.000
H -1.86708 5.62515 3.57708 -0.02 -0.25 -0.11 0.000
H -2.54129 4.24998 4.50246 -0.03 0.18 0.06 0.000
P 1.62235 0.14239 -4.16749 -0.61 -0.39 1.19 0.000
C 2.31185 -0.83222 -5.54714 -0.20 0.19 -0.23 0.000
H 2.17395 -0.28088 -6.48491 0.28 -0.31 -0.03 0.000
H 1.77692 -1.79427 -5.58266 0.31 0.34 -0.18 0.000
H 3.37607 -1.00541 -5.34269 -0.26 -0.06 -0.20 0.000
C 0.42916 1.30005 -4.95488 0.17 -0.06 -0.27 0.000
H -0.44652 0.75253 -5.33656 0.26 0.27 0.05 0.000
H 0.94486 1.81876 -5.77910 -0.39 -0.02 0.13 0.000
H 0.10816 2.04102 -4.20577 0.08 -0.26 -0.25 0.000
C 2.94118 1.34275 -3.77518 0.05 0.02 -0.15 0.000
H 3.10150 1.99123 -4.64669 0.19 -0.01 0.25 0.000
H 3.86423 0.80184 -3.53106 -0.17 0.23 -0.01 0.000
H 2.62724 1.94634 -2.91142 0.15 -0.15 -0.26 0.000
O 1.66297 2.42718 -0.19457 -0.44 -2.25 0.00 0.004
N 1.49005 1.23582 0.02603 -0.14 1.75 -0.52 -0.001
O 0.83731 0.55922 -0.91926 -0.35 0.25 0.68 -0.010
```
Positions in Å, forces in eV/Å.

Question: multiplicity of number 2 (C24H45NO2P2Sm)?
Answer: 6